No. 1
The following is a quantum chemistry calculation of C20H8B2InO20 as an isolated structure, from the Open Molecules 2025 dataset.

Atoms and positions in Å:
In -1.47 -0.92 1.24
O 7.76 0.02 -1.34
C 6.96 0.85 -1.46
O 6.12 1.73 -1.55
B 4.97 2.63 -1.71
O 5.71 3.79 -2.30
C 6.88 3.92 -2.47
O 7.69 4.54 -2.96
O 4.23 3.00 -0.51
C 3.87 2.16 0.25
O 3.36 1.37 1.00
C 4.18 2.06 -4.11
O 4.05 1.92 -2.87
O 3.76 2.09 -5.24
O -4.21 -3.66 -0.63
C -3.67 -3.57 0.31
O -3.09 -3.32 1.32
B -5.18 -2.91 -3.47
O -5.87 -1.91 -3.86
C -11.62 1.96 -6.74
O -11.38 3.09 -6.51
O -6.81 -3.88 -1.30
C -7.40 -2.93 -1.49
O -8.28 -2.12 -1.11
C -3.88 -4.85 -4.44
O -4.82 -4.34 -3.87
O -3.22 -5.58 -5.10
C -2.47 3.13 4.74
C -1.46 2.54 4.08
C -1.39 1.05 4.08
O -0.97 0.34 3.19
C -2.16 0.41 5.21
C -3.20 1.00 5.80
C -3.53 2.43 5.59
O -4.40 3.08 6.15
H -2.59 4.22 4.84
H -0.75 3.09 3.42
H -1.85 -0.63 5.42
H -3.75 0.38 6.53
C 3.41 -1.32 -1.27
C 2.29 -0.92 -0.72
C 2.10 -1.00 0.70
O 1.02 -0.63 1.19
C 3.20 -1.40 1.52
C 4.35 -1.82 1.03
C 4.50 -1.97 -0.44
O 5.48 -2.42 -0.97
H 3.80 -1.11 -2.27
H 1.52 -0.26 -1.16
H 3.03 -1.25 2.57
H 5.22 -2.08 1.69

Values from the calculation:
gap between HOMO and LUMO: 1.5160 eV
calculated total energy: -68323.631 eV
E_HOMO: -0.2454 Eh
charge: +1
LUMO level: -5.2 eV



No. 2
The following is a quantum chemistry calculation of C5H7NOS in the gas phase, from the Open Molecules 2025 dataset.

Atoms and positions in Å:
C -0.08 1.79 -0.73
C 0.06 0.32 -0.47
N 0.45 -0.59 -1.47
C 0.52 -1.84 -0.98
S 0.91 -3.23 -1.77
O 0.17 -1.76 0.32
C -0.11 -0.44 0.63
C -0.50 -0.15 2.03
H -0.36 2.30 0.19
H 0.90 2.24 -1.05
H -0.84 1.95 -1.51
H 0.67 -0.37 -2.43
H -0.70 0.92 2.21
H 0.29 -0.44 2.74
H -1.39 -0.69 2.30

Values from the calculation:
gap between HOMO and LUMO: 8.4372 eV
calculated total energy: -19671.391 eV
E_HOMO: -0.2883 Eh
LUMO level: 0.6 eV
energy above the lowest of the compared OMol25 structures with the same formula, charge and spin: 20.5 kJ/mol